(A)
{
  "formula": "C3H5NO",
  "method": "ωB97M-V with the def2-TZVPD basis set",
  "elements": ["C", "C", "N", "C", "O", "H", "H", "H", "H", "H"],
  "xyz": [[-2.012, 0.345, 0.038], [-0.434, -0.549, -0.142], [0.646, 0.269, -0.055], [1.870, -0.279, 0.024], [0.602, 1.490, 0.030], [-2.907, -0.141, 0.306], [-2.149, 1.273, -0.391], [-0.326, -1.482, 0.262], [2.758, 0.331, 0.160], [1.953, -1.257, -0.232]],
  "lowdin_charge": [0.180, 0.042, -0.429, 0.104, -0.055, -0.008, -0.018, 0.049, 0.097, 0.039],
  "homo_ev": [-9.0074, -8.7420],
  "lumo_ev": [-0.265, -0.846],
  "smiles": "C=C[N+](=C)[O-]"
}

(B)
{
  "formula": "C3H5NO",
  "method": "ωB97M-V with the def2-TZVPD basis set",
  "elements": ["C", "N", "C", "C", "O", "H", "H", "H", "H", "H"],
  "xyz": [[2.036, -0.155, -0.114], [1.123, 0.524, 0.413], [0.046, 1.256, 0.068], [-1.352, 0.282, 0.181], [-0.068, 2.448, 0.053], [2.597, -0.826, 0.605], [2.308, -0.505, -1.114], [-1.177, -0.590, -0.360], [-1.320, 0.203, 1.236], [-2.213, 0.927, -0.033]],
  "lowdin_charge": [0.000, 0.074, -0.491, 0.033, 0.067, 0.088, 0.081, 0.031, 0.045, 0.073],
  "homo_ev": -9.5218,
  "lumo_ev": 0.508,
  "smiles": "C=NC(C)=O"
}

The relative energies come out as (A) 519.3; (B) 0.0, with values in kJ/mol.